Record 1
80
Properties=species:S:1:pos:R:3 method="wB97M-V/def2-TZVPD" gap_ev=8.85 e_above_lowest_kj_mol=0.0 charge=0 smiles="NC(N)=O.NC(N)=O.NC(N)=O.NC(N)=O.CO.CO.CO.CO.CO.CO.CO.CO"
C 1.3970 -2.1818 -3.5101
H 2.4863 4.7381 -1.2496
H 0.5459 1.5652 3.0350
H 2.0356 1.7322 -3.7453
C -4.0165 -2.2115 -0.5300
H -2.2645 -0.6432 -2.6464
H -2.0691 -1.9739 -0.3744
C 1.8769 4.1858 -0.5316
N -3.6753 1.8570 -0.9183
H 0.8387 4.1989 -0.8722
H -3.1213 2.2856 -0.2027
H -3.3426 1.8085 -1.8656
C 1.5235 -3.9890 1.5363
H 0.8238 -2.6583 0.2867
H 2.5867 -2.4718 0.5537
H -2.5601 -0.3444 2.0206
H -5.0312 0.4757 -2.5307
H 0.9796 0.5283 -3.0120
H -0.7244 -2.1982 5.0650
H 0.0991 3.0728 2.1720
H -1.0796 0.8984 0.8267
H 2.5796 -5.3781 2.5773
H 2.6528 -1.4292 4.7142
H 0.0264 4.4970 -3.6378
O -2.6879 -2.7146 -0.3662
H -4.3845 -1.8085 0.4214
H 3.9642 0.5580 4.6652
H 4.4126 -1.2460 -0.9535
N 1.6843 -2.8516 0.7804
N -5.3398 0.4007 -1.5795
N 1.1701 1.4771 -3.3169
H -3.4708 -0.9813 -3.9338
H 0.1556 3.0674 3.8996
H 2.0758 4.0609 1.4217
H 4.5918 0.7221 0.1141
C 3.5950 0.3319 -0.0864
H -3.9986 -1.4272 -1.2909
C -2.5575 -0.4446 -3.6820
N 0.6050 3.6887 -3.5368
N -2.0338 -1.1462 2.3162
H 1.7425 -1.5328 -1.6153
H -0.1052 -0.6193 -1.3322
H 3.1729 0.8373 -0.9587
H -4.7050 -2.9976 -0.8347
H -6.1900 -0.0793 -1.3564
H 3.1905 -0.9684 3.0973
O -0.8159 2.2305 -2.4135
O 2.0487 2.9808 2.9514
H 1.5273 -0.5343 3.6726
H 2.4942 2.1758 3.2476
H 0.7729 -3.0681 -3.3753
N 2.6699 -4.5290 2.0512
H 3.5458 -4.0445 2.0495
O 3.6674 -1.0855 -0.3676
O 0.4372 -4.5525 1.6016
H 2.2168 3.1435 -0.5062
H 0.3064 -0.0637 1.1336
H 2.4340 -2.4776 -3.6684
C -4.6773 1.0013 -0.5303
O 2.0480 4.7639 0.7505
C 0.2533 2.4551 -3.0031
C -0.2292 0.4414 0.3242
H -2.0158 1.3986 -3.3877
C 0.6477 2.6494 3.0176
O -1.5997 -0.0137 4.2346
O -2.7512 0.9549 -3.8565
H 0.3523 1.2268 -0.1597
H -2.1568 -2.0617 1.9114
O -0.7404 -0.5137 -0.5983
O 1.2660 -1.2897 -2.4164
H 2.9257 0.4581 0.7597
H -1.7699 -0.8332 -4.3425
O 3.0463 0.6247 4.3898
H 1.5121 3.6777 -3.9578
O -5.0252 0.8495 0.6315
C -1.5515 -1.0660 3.6054
H 1.0106 -1.6850 -4.3983
N -1.0675 -2.2323 4.1235
C 2.5707 -0.6551 3.9461
H -0.8069 -3.0173 3.5459


Record 2
72
Properties=species:S:1:pos:R:3 method="wB97M-V/def2-TZVPD" gap_ev=7.31 e_above_lowest_kj_mol=2488.8 charge=0
H -0.4568 1.5067 2.0025
O -1.8258 0.0607 2.3833
H -1.0353 -1.9902 -1.3015
H -2.5612 2.5065 -1.2317
H -0.8777 -3.8249 -1.0259
H 2.1096 -0.6433 -1.7712
H -1.0928 -0.4594 2.7207
H -1.8531 -0.4750 -2.6663
H 2.9420 0.3049 1.5924
H 1.3636 0.9264 1.9406
H -1.6917 0.4294 -1.1426
H -1.4063 1.5859 3.5747
H 2.2355 2.9510 1.2648
H -0.3195 -1.0136 0.0300
H 2.7636 -0.9679 3.6174
C -2.4803 -1.3230 0.7772
H 3.1963 0.6724 -1.5601
H 1.0081 -0.3305 2.7392
H -0.8647 -2.4436 -3.0356
H -1.0218 -1.7096 4.0663
H 3.9648 -1.6437 -2.2115
H -2.5701 1.1106 -2.4984
H 0.5129 -2.4906 -1.8996
H -1.4875 3.8090 -1.1784
O 0.9178 -4.4258 -0.2379
H -0.5718 1.3257 -2.5069
C -0.0665 -1.1851 4.0838
C -1.4153 1.3768 2.5050
O -0.1255 -0.6206 -2.5571
H 0.5094 -0.3234 -1.9012
H 2.7621 1.3470 2.9402
H 1.5601 0.9803 -0.6958
H 0.9071 -0.2003 0.9919
H -2.1193 2.1132 2.1172
C -2.3646 0.1832 -1.9639
O -1.6658 2.8093 0.6544
O -3.5449 -0.3932 -1.4578
O 0.6681 2.5572 -3.7481
H -0.8070 2.1067 -1.0607
H 1.4670 -4.2882 0.5373
C 2.2631 0.5331 2.4141
O 1.9874 -0.6902 3.1255
H 0.8364 1.9649 -1.7368
H -0.8945 -3.9968 0.7273
H -0.0280 -2.6507 -0.0755
H -0.0772 2.5185 -4.3520
H -3.3598 -0.6932 0.9115
H -2.3235 -1.8592 1.7132
H 3.1605 1.4129 -0.2569
C 2.8349 -0.0325 -2.3089
O 0.0700 -0.3761 2.9378
H 2.2279 3.4924 -0.4034
H -0.5552 0.6682 0.4363
C 0.2036 -0.0676 0.1700
H 0.0766 -0.5840 4.9818
O 2.2051 1.4497 -0.1708
O -2.6165 -2.1237 -0.4130
C -0.2765 -3.7109 -0.1239
C 1.8480 2.7253 0.2713
O 3.8793 -0.9196 -2.8360
C -1.6069 2.7967 -0.7921
H -3.3115 -1.1500 -0.9153
O 0.9359 0.3012 -0.9618
H -1.5702 -0.7310 0.6815
C -0.3939 -1.9558 -2.1821
H 0.7253 -1.9338 4.0576
C 0.4618 1.6141 -2.6985
H 0.9328 0.6441 -2.8574
H 2.3049 0.4693 -3.1184
H -2.4758 3.2615 0.9018
H 0.7591 2.7406 0.2255
H -2.8859 -3.0285 -0.2391